1.
# C8H11FN4O4

A 3-piece molecular cluster, C8H11FN4O4 overall at a distorted geometry (wB97M-V/def2-TZVPD, the Open Molecules 2025 dataset).

Structure (XYZ):
```
28
Properties=species:S:1:pos:R:3
O 2.5745 -1.6080 3.2195
C 2.2185 -0.7517 2.3983
C 3.0679 0.5019 1.9353
C 2.3511 1.7225 1.8255
C 0.7789 1.6943 2.1321
O 0.2079 2.6461 2.6777
C 0.0475 0.3430 1.6708
F -1.2715 0.4017 1.1790
C 0.7485 -0.8739 1.7715
H 4.1780 0.4122 1.7424
H 2.8812 2.6677 1.5105
H 0.2961 -1.8637 1.4316
N 2.7947 0.8131 -2.8273
C 2.2007 0.4759 -1.6549
N 0.8452 0.5240 -1.6699
O 2.8391 0.1537 -0.6610
H 2.2906 1.0801 -3.6529
H 3.8003 0.7894 -2.8556
H 0.3678 0.2801 -0.8179
H 0.3036 0.7854 -2.4735
N -4.8676 -2.0020 -1.4642
C -4.2915 -0.8256 -1.1032
N -3.4295 -0.9112 -0.0581
O -4.5308 0.2266 -1.6748
H -4.6852 -2.8769 -1.0084
H -5.5131 -1.9788 -2.2356
H -2.9836 -0.0609 0.2385
H -3.2193 -1.7651 0.4246
```

Values from the calculation:
HOMO in eV: -9.87
Total charge: 0

2.
# C44H47N4O

A 2-piece molecular cluster, C44H47N4O overall at a distorted geometry (wB97M-V/def2-TZVPD, the Open Molecules 2025 dataset).

Structure (XYZ):
```
96
Properties=species:S:1:pos:R:3
C -3.1583 0.4277 0.4572
N -2.0099 -0.2309 1.0827
C -1.9816 -1.6878 0.9293
C -1.0652 0.4719 1.7315
C 0.3472 0.2999 1.4782
C 0.9047 -0.7004 0.6262
C 2.2536 -0.6717 0.2795
C 3.1078 0.3112 0.7970
C 2.5883 1.2781 1.6695
C 1.2396 1.2749 1.9949
H -4.0711 -0.1463 0.6655
H -3.2520 1.4474 0.8487
H -3.0334 0.4742 -0.6370
H -2.9465 -2.1002 1.2600
H -1.8477 -1.9628 -0.1269
H -1.1809 -2.1215 1.5357
H -1.3941 1.4038 2.2111
H 0.2759 -1.4825 0.2085
H 2.6473 -1.4215 -0.4098
H 4.1636 0.3359 0.5191
H 3.2441 2.0455 2.0820
H 0.8241 2.0371 2.6515
C -7.1990 -0.3286 7.6577
C -5.7628 0.0998 7.7113
C -4.7605 -0.7644 7.2694
C -3.4041 -0.4224 7.3766
C -2.3480 -1.4434 7.0744
C -3.0877 0.8740 7.7851
N -1.7248 1.2882 7.7503
C -0.8967 1.4224 6.6518
C -1.0796 0.8879 5.2857
C -2.3903 0.9621 4.5813
C -2.9482 -0.2832 4.0296
C -3.2569 2.0873 4.8069
C -2.7954 3.2861 5.3992
C -3.6717 4.3083 5.7498
C -5.0457 4.1606 5.5384
C -5.5288 2.9962 4.9332
C -4.6521 2.0070 4.5078
O -0.1186 0.2764 4.7543
N 0.3162 1.7387 7.1487
C 1.5965 1.8006 6.5298
C 1.8199 2.6535 5.4354
C 0.7852 3.6163 4.9523
C 3.0624 2.5938 4.8034
C 4.0616 1.7244 5.2431
C 5.3485 1.6160 4.4825
C 3.8363 0.9621 6.3926
C 2.6172 1.0018 7.0693
C 2.4196 0.1641 8.2862
N 0.2582 1.9387 8.5156
C -0.9558 1.6126 8.8714
C -1.4048 1.5358 10.2528
C -0.8555 2.4887 11.1379
C -1.3509 2.5896 12.4354
C -2.3304 1.6918 12.8827
C -2.7734 0.6545 12.0514
C -2.3006 0.5572 10.7445
C -4.0643 1.7603 8.2566
C -3.7523 3.1214 8.8045
C -5.4022 1.3497 8.2103
H -7.8386 0.4271 8.1234
H -7.5331 -0.4741 6.6218
H -7.3436 -1.2799 8.1861
H -5.0192 -1.7516 6.8771
H -1.5332 -1.4336 7.8117
H -2.8130 -2.4392 7.0994
H -1.9114 -1.3167 6.0765
H -3.4177 -0.0926 3.0559
H -2.1598 -1.0356 3.8985
H -3.7288 -0.7176 4.6855
H -1.7241 3.4075 5.5663
H -3.2743 5.2230 6.1965
H -5.7328 4.9560 5.8361
H -6.6012 2.8606 4.7795
H -5.0359 1.1342 3.9743
H 1.2439 4.3368 4.2611
H -0.0104 3.1021 4.3955
H 0.3327 4.1846 5.7763
H 3.2444 3.2384 3.9399
H 6.0595 0.9887 5.0285
H 5.1886 1.1706 3.4907
H 5.7995 2.6045 4.3287
H 4.6268 0.3077 6.7680
H 3.3911 -0.2435 8.5835
H 2.0168 0.7494 9.1180
H 1.7494 -0.6868 8.1057
H -0.0728 3.1523 10.7655
H -0.9678 3.3694 13.0948
H -2.7396 1.7866 13.8903
H -3.4912 -0.0823 12.4176
H -2.6162 -0.2624 10.0955
H -4.5914 3.7986 8.5891
H -3.6236 3.0935 9.8985
H -2.8512 3.5598 8.3598
H -6.1750 2.0349 8.5687
```

Values from the calculation:
Energy above the lowest of the compared OMol25 structures with the same formula, charge and spin in eV: 0.427
HOMO in eV: -8.57
Total charge: +1

3.
# C2H2O3S

A 2-piece molecular cluster, C2H2O3S overall at a distorted geometry (wB97M-V/def2-TZVPD, the Open Molecules 2025 dataset).

Structure (XYZ):
```
8
Properties=species:S:1:pos:R:3
O -1.9027 -1.5889 -1.9323
C -1.0414 -0.8356 -2.0025
O -0.2272 -0.0689 -2.1816
O 1.9162 1.1204 1.3644
C 1.1044 0.3834 0.9024
S -0.5767 0.1598 1.3892
H 1.5356 -0.3196 0.0543
H -0.8082 1.1494 2.4060
```

Values from the calculation:
Energy above the lowest of the compared OMol25 structures with the same formula, charge and spin in eV: 0.415
HOMO in eV: -10.29
Total charge: 0

4.
# ClH4Na3O6

ClH4Na3O6 as an isolated structure at a distorted geometry (wB97M-V/def2-TZVPD, the Open Molecules 2025 dataset).

Structure (XYZ):
```
14
Properties=species:S:1:pos:R:3
Na 0.5705 2.5519 -3.9959
Na 4.2467 -0.7771 0.4505
Na -1.4973 -2.3271 -2.8511
Cl 0.5683 0.3863 -0.5218
O 0.6537 1.2604 -1.6914
O -0.0879 -0.8769 -0.7554
O 1.9008 0.1798 -0.0102
O -0.2064 1.1164 0.4574
O -2.7715 2.3569 2.0761
H -3.0425 3.2269 2.3908
H -2.1246 2.5345 1.3849
O 0.5146 -3.5191 1.2490
H 1.3263 -3.3519 0.7626
H -0.0506 -2.7609 1.0546
```

Values from the calculation:
Energy above the lowest of the compared OMol25 structures with the same formula, charge and spin in eV: 1.682
HOMO in eV: -14.85
Total charge: +2

5.
# C4H24N8O8

A 8-piece molecular cluster, C4H24N8O8 overall at a distorted geometry (wB97M-V/def2-TZVPD, the Open Molecules 2025 dataset).

Structure (XYZ):
```
44
Properties=species:S:1:pos:R:3
N 8.1690 7.7672 9.6798
C 8.3092 9.1517 9.7644
N 7.1976 9.8460 10.2196
O 9.4501 9.6111 9.5715
H 8.9760 7.3382 9.1511
H 7.3237 7.3519 9.3457
H 7.5135 10.8017 10.5506
H 6.5022 9.3342 10.7224
N 8.9978 13.7533 5.8830
C 10.3318 13.5438 6.0308
N 11.1453 14.1142 5.0064
O 10.8295 12.9395 6.9608
H 8.4057 13.3841 6.6026
H 8.5847 14.0359 5.0142
H 12.0943 13.8648 5.1231
H 10.7945 14.3786 4.1036
N 11.5635 8.2669 7.9545
C 10.7116 7.4823 7.2067
N 10.8364 7.7529 5.8494
O 9.8497 6.7394 7.6979
H 12.3184 8.7294 7.5499
H 11.1738 8.4702 8.8338
H 10.5163 7.1403 5.0920
H 11.7184 8.2163 5.6113
N 6.4078 8.8987 5.4167
C 5.8824 7.8597 6.0347
N 5.4893 6.8392 5.1923
O 5.7487 7.7568 7.2381
H 6.5948 9.7353 6.0269
H 6.1326 8.9558 4.4565
H 6.0189 6.8078 4.2938
H 5.6249 5.9917 5.7241
O 12.2495 10.1866 5.2872
H 11.3489 10.0084 5.4427
H 12.2194 10.7140 4.4728
O 12.2016 10.4771 11.6593
H 12.1209 10.7364 10.7658
H 12.3523 9.5199 11.7122
O 4.4297 8.2468 10.0861
H 3.4596 8.3054 10.0259
H 4.7090 8.3004 9.1775
O 8.3835 11.2749 7.1192
H 8.3943 10.6578 7.8601
H 9.3568 11.6317 7.1765
```

Values from the calculation:
Energy above the lowest of the compared OMol25 structures with the same formula, charge and spin in eV: 1.160
HOMO in eV: -9.30
Total charge: 0

6.
# C5H7NO2

C5H7NO2 as an isolated structure at a distorted geometry (wB97M-V/def2-TZVPD, the Open Molecules 2025 dataset).

Structure (XYZ):
```
15
Properties=species:S:1:pos:R:3
C -1.0047 1.5333 -0.7198
C -0.3644 0.4563 0.2140
C -1.3576 -0.4475 0.7628
C 0.1547 -0.8602 -0.2195
C 1.4770 -0.5307 -0.6772
H -1.8352 2.1228 -0.2626
H -1.2470 0.7422 -1.8109
H -0.0640 2.4142 -0.8394
H -2.3854 0.1346 0.8920
H -1.2261 -1.0181 1.5829
H 0.5876 -1.0809 0.8178
H 2.3432 -1.1321 -1.0525
N 1.9162 0.2778 0.1318
O -1.1462 -1.2779 -0.4752
O 0.7691 0.6486 0.9237
```

Values from the calculation:
Energy above the lowest of the compared OMol25 structures with the same formula, charge and spin in eV: 9.404
HOMO in eV: -9.57
Total charge: 0

What did the fifth record say?
# C4H24N8O8

A 8-piece molecular cluster, C4H24N8O8 overall at a distorted geometry (wB97M-V/def2-TZVPD, the Open Molecules 2025 dataset).

Structure (XYZ):
```
44
Properties=species:S:1:pos:R:3
N 8.1690 7.7672 9.6798
C 8.3092 9.1517 9.7644
N 7.1976 9.8460 10.2196
O 9.4501 9.6111 9.5715
H 8.9760 7.3382 9.1511
H 7.3237 7.3519 9.3457
H 7.5135 10.8017 10.5506
H 6.5022 9.3342 10.7224
N 8.9978 13.7533 5.8830
C 10.3318 13.5438 6.0308
N 11.1453 14.1142 5.0064
O 10.8295 12.9395 6.9608
H 8.4057 13.3841 6.6026
H 8.5847 14.0359 5.0142
H 12.0943 13.8648 5.1231
H 10.7945 14.3786 4.1036
N 11.5635 8.2669 7.9545
C 10.7116 7.4823 7.2067
N 10.8364 7.7529 5.8494
O 9.8497 6.7394 7.6979
H 12.3184 8.7294 7.5499
H 11.1738 8.4702 8.8338
H 10.5163 7.1403 5.0920
H 11.7184 8.2163 5.6113
N 6.4078 8.8987 5.4167
C 5.8824 7.8597 6.0347
N 5.4893 6.8392 5.1923
O 5.7487 7.7568 7.2381
H 6.5948 9.7353 6.0269
H 6.1326 8.9558 4.4565
H 6.0189 6.8078 4.2938
H 5.6249 5.9917 5.7241
O 12.2495 10.1866 5.2872
H 11.3489 10.0084 5.4427
H 12.2194 10.7140 4.4728
O 12.2016 10.4771 11.6593
H 12.1209 10.7364 10.7658
H 12.3523 9.5199 11.7122
O 4.4297 8.2468 10.0861
H 3.4596 8.3054 10.0259
H 4.7090 8.3004 9.1775
O 8.3835 11.2749 7.1192
H 8.3943 10.6578 7.8601
H 9.3568 11.6317 7.1765
```

Values from the calculation:
Energy above the lowest of the compared OMol25 structures with the same formula, charge and spin in eV: 1.160
HOMO in eV: -9.30
Total charge: 0

- Which of these has the highest total charge?
  ClH4Na3O6